Here is a structure of composition C44H37BrCl2N6O7Ta at a distorted geometry from OMol25. Energies are from ωB97M-V/def2-TZVPD.

Structure (ORCA input):
```
! wB97M-V def2-TZVPD RIJCOSX def2/J DEFGRID3
* xyz 3 1
C -1.527 -4.256 1.038
C -3.033 2.946 -0.144
C 0.164 3.793 -1.817
H 3.757 0.544 4.221
H -4.779 -5.168 1.505
H 1.302 0.730 -2.787
C -0.118 5.204 -3.746
C -3.521 -2.898 1.098
N 4.864 2.130 3.241
C -3.434 2.495 -1.397
C 2.640 -2.064 0.400
C -2.885 -4.152 1.290
O 0.845 1.870 0.327
Cl -1.742 2.356 -5.192
C 0.541 -3.069 0.328
O -3.179 -6.545 1.601
H -1.585 3.897 3.479
Ta 0.093 -0.051 1.420
C 0.927 1.143 -0.714
H -0.489 6.179 -4.059
H -3.825 -5.141 2.950
H 0.090 2.055 6.319
H 0.280 -4.748 -0.898
H -1.035 5.586 -1.823
H -4.622 -2.845 1.084
H 0.042 3.554 -0.760
O -0.073 -1.138 3.057
H 2.339 2.105 -5.056
Br 0.601 0.650 8.687
H 4.534 2.757 2.512
H -0.093 -2.706 5.108
H -1.065 -5.247 1.011
H -1.197 -2.220 -6.662
C 1.369 -0.152 -5.766
C -0.108 1.711 3.713
C 4.030 0.870 3.210
H -3.305 0.840 -2.863
C -0.708 -1.288 -6.307
C -2.776 -1.790 1.098
C 2.904 -5.017 -1.920
O 2.021 0.263 2.080
C -0.785 1.044 -5.521
O 0.571 -0.127 -0.639
H 3.758 -5.612 -1.604
N -1.382 -1.841 1.044
O 1.859 -5.941 -2.347
C 0.715 -1.292 -6.234
H -0.093 -1.965 7.551
C -3.068 1.247 -1.867
H 5.846 1.816 3.139
C -0.040 -1.657 5.373
C -1.694 2.388 1.904
H 4.261 -2.985 -0.657
C 0.580 4.334 -4.538
N -0.842 1.404 2.544
H -1.915 -0.532 -1.389
H -2.480 -0.148 -5.951
C -2.235 0.459 -1.067
C -3.757 -5.269 1.853
C -1.393 -0.139 -5.888
H -2.874 5.631 2.045
N 1.373 -2.070 0.800
H -3.980 3.163 -2.016
H 1.300 -2.173 -6.464
Cl 3.108 -0.119 -5.646
C -3.227 4.233 0.395
O 2.399 2.467 2.467
H 4.730 2.638 4.136
C 0.996 -4.025 -0.572
H -3.181 -0.794 1.264
C 0.098 -1.265 6.712
H -3.736 4.992 -0.174
H 0.862 4.528 -5.554
H 2.577 1.701 -1.976
C -0.833 -3.061 0.793
C -2.755 4.590 1.680
C -2.248 2.030 0.643
H 4.518 0.079 2.662
H -3.818 -6.975 0.998
H 3.308 -1.286 0.835
C -0.407 4.905 -2.414
C 2.720 1.295 2.571
N 1.365 2.121 -4.932
C -0.020 -0.750 4.335
C 0.247 0.077 6.997
C 0.654 1.043 -5.396
C 1.467 1.589 -2.068
H 2.152 -6.361 -3.168
C 2.353 -4.012 -0.958
C 0.822 2.870 -2.615
C 3.179 -2.983 -0.412
C -1.954 3.627 2.488
C 0.109 1.052 6.032
H 0.151 2.715 3.977
H 3.238 -4.461 -2.847
N -1.840 0.815 0.180
C 0.068 0.697 4.650
C 0.928 3.112 -4.017
*
```

M: 1093.6 g/mol
energy: -6104.81857 Eh
frontier orbital gap: 0.14895 Ha